# 1
DFT (the ωB97M-V functional and the def2-TZVPD basis) results for 2 unconnected molecules or ions with the total composition C3H10NO.

Cartesian coordinates (Å):
C1 0.28 -3.76 -1.19
O1 0.55 -2.47 -1.47
H1 1.14 -4.44 -1.18
H2 -0.31 -3.88 -0.26
H3 -0.41 -4.07 -1.99
C2 -0.50 2.57 1.53
N1 0.58 1.82 0.83
C3 0.10 1.31 -0.42
H4 -0.06 3.00 2.42
H5 -0.80 3.34 0.83
H6 -1.31 1.89 1.83
H7 1.01 1.18 1.47
H8 0.77 0.73 -1.04
H9 -0.24 2.11 -1.08
H10 -0.80 0.67 -0.27

The value obtained for the HOMO energy (alpha / beta) is -8.39 / -8.38 eV. Its expectation value of S² is 0.754. As for the spin multiplicity: 2.

# 2
DFT (the ωB97M-V functional and the def2-TZVPD basis) results for 2 unconnected molecules or ions with the total composition C3H10NO.

Cartesian coordinates (Å):
C1 0.13 0.26 -0.32
O1 -1.04 0.49 0.53
C2 0.60 1.50 -0.98
C3 1.84 1.96 -0.85
H1 -0.22 -0.43 -1.11
H2 0.95 -0.24 0.21
H3 -0.87 1.37 0.88
H4 -0.07 2.00 -1.68
H5 2.17 2.85 -1.35
H6 2.59 1.39 -0.31
N1 -1.22 -2.22 0.99
H7 -2.14 -2.60 1.20
H8 -1.24 -1.18 0.87
H9 -0.63 -2.50 1.78
H10 -0.85 -2.64 0.13

The charge is +1. The value obtained for the HOMO energy is -13.66 eV.

# 3
DFT (the ωB97M-V functional and the def2-TZVPD basis) results for 2 unconnected molecules or ions with the total composition C3H10NO.

Cartesian coordinates (Å):
C1 0.35 1.35 -1.28
C2 0.20 0.52 0.04
C3 -0.52 -1.64 -0.78
N1 -0.90 -0.53 -0.17
H1 0.82 0.90 -2.10
H2 -0.54 1.87 -1.47
H3 1.01 2.15 -1.12
H4 1.20 0.01 0.22
H5 -0.10 1.13 0.97
H6 -1.18 -2.47 -1.00
H7 0.69 -1.82 -0.68
H8 -1.81 -0.19 -0.09
H9 0.91 0.09 2.51
H10 -0.38 -0.88 2.78
O1 0.24 -0.48 2.17

The charge is +1. The value obtained for the HOMO energy is -15.65 eV.

Number 1: F_max 1.78 eV/Å, E_tot -6807.589 eV. Number 2: F_max 1.18 eV/Å, E_tot -6803.332 eV. Number 3: F_max 5.60 eV/Å, E_tot -6801.926 eV.